1.
The following is a quantum chemistry calculation of 4 unconnected molecules or ions with the total composition C2H12N2O3 in a non-equilibrium geometry, from the OMol25 dataset.

## Properties
- LUMO level (eV) = 0.60
- net charge = 0
- HOMO energy (eV) = -9.2

Last column: natural (NBO) charge in e.
Atoms and positions in Å:
C (-0.02823, 1.41713, 1.22059)  -0.451
N (0.26601, 0.87221, -0.07148)  -0.521
C (1.37154, 0.40020, -0.39000)  0.314
N (2.54293, 0.38977, 0.40197)  -0.852
H (-1.08775, 1.55042, 1.36299)  0.202
H (0.56283, 2.29200, 1.46668)  0.191
H (0.13380, 0.63453, 1.98224)  0.196
H (1.62135, -0.17362, -1.27759)  0.167
H (2.51503, 0.87908, 1.27420)  0.376
H (2.88230, -0.55232, 0.41850)  0.387
O (-1.14186, 1.41594, -2.59391)  -0.952
H (-1.61736, 2.20632, -2.31197)  0.460
H (-1.12082, 0.92338, -1.76058)  0.480
O (0.28936, -2.69196, 0.84615)  -0.954
H (-0.61979, -2.51905, 0.57154)  0.489
H (0.34766, -3.64624, 0.77443)  0.463
O (-2.24332, -1.39898, -0.35109)  -0.953
H (-2.88542, -0.68282, -0.36918)  0.479
H (-1.78826, -1.31598, -1.19348)  0.478



2.
The following is a quantum chemistry calculation of 17 unconnected molecules or ions with the total composition C20H70F3O18 in a non-equilibrium geometry, from the OMol25 dataset.

## Properties
- LUMO level (eV) = 1.58
- net charge = -1
- HOMO energy (eV) = -3.6

Last column: Mulliken charge in e.
Atoms and positions in Å:
C (-0.89725, -0.56918, -2.13240)  -0.108
O (-0.59046, -1.22765, -0.90987)  -0.217
O (-1.06564, -1.57351, -3.11192)  -0.896
C (-1.95215, 0.62497, -1.87567)  0.760
F (-3.18106, 0.25681, -1.41588)  -0.301
F (-1.50872, 1.61669, -1.07627)  -0.276
F (-2.22688, 1.27984, -3.00518)  -0.295
C (0.34414, -0.56057, -0.13334)  0.074
C (0.37698, -1.28715, 1.20810)  -1.343
H (-0.61583, -1.60337, 1.52816)  0.301
H (0.93661, -2.20316, 1.01875)  0.264
H (0.79868, -0.65612, 1.99044)  0.370
H (0.03646, 0.44368, 0.15808)  0.230
H (1.36722, -0.51529, -0.50665)  0.259
H (-0.00140, -0.00246, -2.38609)  0.174
C (-0.22458, 0.61620, -8.58017)  -0.513
O (-0.80253, -0.62188, -8.32947)  -0.512
H (-0.00788, 0.76932, -9.63737)  0.246
H (-0.84278, 1.46945, -8.30103)  0.239
H (0.73414, 0.67897, -8.06540)  0.203
H (-0.85377, -0.74416, -7.37867)  0.336
C (1.16537, 5.17549, -4.33031)  -0.422
O (2.00835, 6.08333, -4.95071)  -0.518
H (1.75414, 4.45584, -3.76150)  0.180
H (0.43660, 5.71824, -3.72832)  0.220
H (0.73490, 4.48432, -5.05494)  0.244
H (2.46183, 5.61749, -5.65707)  0.296
C (-6.85647, 3.11881, 2.15180)  -0.382
O (-6.90458, 4.53845, 1.86872)  -0.536
H (-6.11220, 2.69624, 1.47681)  0.202
H (-6.43608, 2.95059, 3.14330)  0.189
H (-7.84708, 2.67267, 2.06371)  0.223
H (-7.14500, 4.82024, 0.98305)  0.302
C (5.26049, -3.24530, -1.01847)  -0.482
O (6.20418, -2.13355, -1.23260)  -0.498
H (4.40027, -3.19459, -1.68596)  0.205
H (5.81097, -4.17231, -1.17887)  0.297
H (4.77271, -3.20958, -0.04436)  0.204
H (7.09565, -2.38708, -0.98241)  0.277
C (3.34255, 2.76202, 6.04743)  -0.527
O (3.48321, 1.61790, 6.80883)  -0.494
H (2.58443, 3.41223, 6.48400)  0.290
H (4.28454, 3.30399, 6.13122)  0.244
H (3.08078, 2.56117, 5.00857)  0.198
H (3.31273, 1.78786, 7.73816)  0.292
C (5.03822, -6.36104, 3.91311)  -0.467
O (6.15181, -5.54773, 3.94113)  -0.486
H (4.42983, -6.12820, 4.78703)  0.192
H (4.37676, -6.18084, 3.06569)  0.215
H (5.33029, -7.40809, 3.99373)  0.226
H (5.86361, -4.72887, 4.35100)  0.315
C (1.18493, -3.48483, 7.97429)  -0.517
O (0.51996, -4.72597, 7.82839)  -0.500
H (0.56145, -2.65901, 8.31692)  0.231
H (1.97714, -3.51688, 8.72227)  0.246
H (1.65494, -3.21430, 7.02877)  0.240
H (1.13445, -5.44615, 7.98759)  0.300
C (6.25635, -0.57775, 3.26781)  -0.554
O (5.70442, -1.23374, 4.37328)  -0.479
H (7.10599, -1.14379, 2.88596)  0.220
H (5.52970, -0.35154, 2.48748)  0.250
H (6.70928, 0.33530, 3.65418)  0.271
H (5.12263, -0.60840, 4.81154)  0.290
C (-9.38986, 0.39458, -2.73490)  -0.523
O (-10.49324, -0.47511, -2.89752)  -0.503
H (-8.70908, 0.54062, -3.57354)  0.269
H (-9.75553, 1.39652, -2.51017)  0.222
H (-8.75521, 0.17234, -1.87704)  0.238
H (-10.14050, -1.36446, -2.97653)  0.297
C (2.35458, 5.66327, 0.99413)  -0.434
O (3.55929, 5.04591, 1.41495)  -0.510
H (1.56233, 4.92104, 1.09186)  0.232
H (2.14196, 6.54461, 1.59923)  0.213
H (2.51804, 5.92608, -0.05099)  0.185
H (3.84117, 4.45379, 0.71386)  0.305
C (3.84550, -2.22413, -5.99340)  -0.532
O (4.63511, -1.17330, -5.53258)  -0.491
H (3.38748, -2.00507, -6.95794)  0.231
H (4.39858, -3.14354, -6.18545)  0.250
H (3.09885, -2.48396, -5.24298)  0.235
H (4.82335, -1.38397, -4.61509)  0.304
C (-7.04109, 5.38366, -3.51423)  -0.469
O (-7.71677, 5.81141, -2.40490)  -0.479
H (-6.47743, 6.21586, -3.93594)  0.239
H (-6.32127, 4.70273, -3.06003)  0.164
H (-7.69218, 4.89935, -4.24200)  0.264
H (-8.56268, 6.15111, -2.70596)  0.285
C (-6.01024, -3.44645, -0.83777)  -0.471
O (-6.15865, -3.73876, -2.23503)  -0.485
H (-5.05906, -2.99121, -0.56191)  0.200
H (-6.77498, -2.75357, -0.48680)  0.219
H (-6.04365, -4.37136, -0.26196)  0.260
H (-7.07014, -4.00608, -2.37403)  0.280
C (6.12986, 3.61687, -1.99349)  -0.579
O (5.36643, 2.63271, -1.33569)  -0.442
H (6.97056, 3.95436, -1.38735)  0.260
H (6.62410, 3.23638, -2.88740)  0.309
H (5.49250, 4.47846, -2.19232)  0.185
H (5.71372, 1.74490, -1.44869)  0.272
C (-2.84521, 0.39109, 5.08048)  -0.421
O (-3.89303, -0.47911, 5.31869)  -0.499
H (-3.15041, 1.37530, 5.43584)  0.214
H (-1.91260, 0.10144, 5.56466)  0.251
H (-2.71667, 0.32921, 3.99985)  0.158
H (-3.73289, -0.91948, 6.15656)  0.298
C (-0.74529, -6.25070, 0.67700)  -0.523
O (-1.52654, -5.55177, -0.26269)  -0.489
H (-1.25618, -7.18805, 0.89714)  0.226
H (0.25261, -6.52051, 0.33130)  0.202
H (-0.85611, -5.63169, 1.56730)  0.257
H (-1.27693, -4.62535, -0.29498)  0.326



3.
The following is a quantum chemistry calculation of a molecular structure, H20Mg4O34S6 in a non-equilibrium geometry, from the OMol25 dataset.

## Properties
- LUMO level (eV) = 6.15
- net charge = -4
- HOMO energy (eV) = 4.4

Last column: natural (NBO) charge in e.
Atoms and positions in Å:
Mg (0.50980, 0.62198, 3.04429)  1.806
Mg (1.79108, -2.71975, -0.47399)  1.811
Mg (-2.22866, 0.00777, -2.14605)  1.806
Mg (3.43013, 1.19774, -0.74077)  1.858
S (0.41468, 0.18311, -0.17688)  2.718
O (0.13742, 0.45881, 1.21946)  -1.109
O (1.50825, 1.09870, -0.51809)  -1.134
O (0.74659, -1.22612, -0.27492)  -1.186
O (-0.74374, 0.45936, -1.02344)  -1.126
S (0.25364, -4.00522, 2.00165)  2.635
O (-0.30451, -4.97480, 1.04687)  -1.126
O (1.21567, -3.15869, 1.31037)  -1.206
O (-0.85716, -3.16274, 2.52233)  -1.093
O (1.01257, -4.76394, 2.95610)  -1.061
S (-2.73857, 2.98735, -3.39068)  2.636
O (-2.55400, 1.78535, -2.61867)  -1.228
O (-4.07600, 2.96571, -3.99461)  -1.128
O (-2.55915, 4.17391, -2.56046)  -1.059
O (-1.74761, 3.01581, -4.47682)  -1.132
S (3.04089, 2.45362, 2.18141)  2.668
O (3.46413, 2.08740, 0.79659)  -1.285
O (2.13409, 1.49488, 2.77655)  -1.174
O (4.20316, 2.48967, 3.03910)  -1.120
O (2.54629, 3.81989, 2.19826)  -0.972
S (-0.87952, 3.56180, 3.42754)  2.611
O (-1.58379, 3.66538, 4.67909)  -1.135
O (0.24572, 4.48156, 3.35324)  -1.070
O (-0.45081, 2.17745, 3.14875)  -1.248
O (-1.85459, 3.96906, 2.35142)  -1.092
S (2.73922, -1.13063, -2.97279)  2.690
O (2.40234, -2.33882, -2.21803)  -1.212
O (3.02235, -0.14991, -1.93984)  -1.238
O (3.97881, -1.36187, -3.69499)  -1.076
O (1.64822, -0.75538, -3.89062)  -1.046
O (-1.98053, -1.98156, -1.90430)  -0.995
H (-1.21184, -2.43467, -1.55783)  0.530
H (-2.67785, -2.63671, -1.87701)  0.483
O (-0.96114, -0.63733, 3.72183)  -1.004
H (-1.67997, -0.40820, 4.31091)  0.497
H (-1.14651, -1.53800, 3.45600)  0.522
O (-2.17399, 3.03777, -0.14823)  -0.955
H (-1.62567, 2.30576, -0.43058)  0.442
H (-2.28082, 3.57447, -0.93358)  0.486
O (-3.62214, 0.07368, -0.70903)  -1.017
H (-3.32573, -0.25839, 0.13838)  0.525
H (-4.54106, 0.30224, -0.56911)  0.494
O (-0.91209, -0.22880, -3.68333)  -1.013
H (-0.16318, -0.82393, -3.71762)  0.518
H (-1.00252, 0.09505, -4.57954)  0.505
O (-2.22950, -1.14622, 1.03104)  -1.007
H (-1.83228, -2.01452, 1.09801)  0.500
H (-1.50195, -0.53858, 1.16400)  0.509
O (1.54463, -1.20228, 3.05308)  -0.990
H (2.49679, -1.29876, 3.03522)  0.470
H (1.21996, -1.92636, 2.51779)  0.508
O (0.23215, -3.94650, -1.32097)  -1.017
H (0.17145, -4.46194, -2.12526)  0.485
H (-0.18209, -4.49349, -0.65356)  0.527
O (0.23806, 3.20672, -1.92319)  -0.953
H (-0.22090, 2.76178, -2.63567)  0.476
H (0.54660, 2.49889, -1.35749)  0.467
O (3.31109, -1.82002, 0.37051)  -0.972
H (3.51627, -1.97899, 1.29185)  0.500
H (4.12780, -1.48957, -0.00368)  0.498



4.
The following is a quantum chemistry calculation of a molecular structure, CHCuO3 in a non-equilibrium geometry, from the OMol25 dataset.

## Properties
- LUMO level (alpha / beta) (eV) = -8.72 / -8.72
- spin multiplicity = 2
- <S²> = 0.75
- net charge = +1
- HOMO energy (alpha / beta) (eV) = -16.8 / -17.3

Last column: Mulliken spin population.
Atoms and positions in Å:
C (-1.24810, -0.02215, -0.34001)  -0.015
O (-1.50178, -1.10411, 0.33401)  0.001
O (-0.03472, -0.04531, -0.55288)  -0.009
Cu (1.74501, 0.34283, -0.02895)  0.789
O (-2.25451, 0.45537, 0.22657)  -0.002
H (3.29410, 0.37336, 0.36126)  0.236



5.
The following is a quantum chemistry calculation of 2 unconnected molecules or ions with the total composition C4H13N2O in a non-equilibrium geometry, from the OMol25 dataset.

## Properties
- LUMO level (eV) = -4.72
- net charge = +1
- HOMO energy (eV) = -12.6

Last column: natural (NBO) charge in e.
Atoms and positions in Å:
C (-0.19379, 2.31208, -1.58830)  -0.428
N (-0.92610, 1.20497, -0.98429)  -0.655
C (-1.14967, 1.24818, 0.45778)  0.091
O (-1.40257, -0.08881, 0.90152)  -0.748
H (-0.76827, 3.26361, -1.42739)  0.220
H (-0.05414, 2.17350, -2.66231)  0.228
H (0.78301, 2.43710, -1.11902)  0.156
H (-0.70648, 0.32265, -1.41350)  0.370
H (-0.24805, 1.71891, 0.97949)  0.143
H (-2.00780, 1.89978, 0.70925)  0.194
H (-2.24041, -0.42474, 0.52434)  0.505
C (1.27868, -2.77950, 0.92747)  -0.426
C (1.06472, -0.33557, 0.29213)  0.124
N (1.34267, -1.59248, 0.02707)  -0.424
H (2.14718, -3.38692, 0.70143)  0.245
H (0.34643, -3.31841, 0.74412)  0.247
H (1.42422, -2.42038, 1.95757)  0.239
H (0.67386, -0.11635, 1.29625)  0.253
H (1.39549, 0.43089, -0.39726)  0.240
H (1.55990, -1.82788, -0.93904)  0.425



6.
The following is a quantum chemistry calculation of a molecular structure, C7H16AlBF3N2O4, from the OMol25 dataset.

## Properties
- LUMO level (eV) = 3.09
- net charge = -1
- HOMO energy (eV) = -3.7

Last column: natural (NBO) charge in e.
Atoms and positions in Å:
C (-2.13751, 1.94387, 3.05098)  -0.419
N (-1.41423, 3.04269, 2.42930)  -0.651
C (-0.04330, 2.63906, 1.99774)  -0.788
Al (0.04412, 0.92236, 0.93389)  1.558
B (-1.51522, 1.01038, -0.59850)  0.406
N (-1.28976, 1.66520, -1.86903)  -1.103
O (-2.85444, 0.59095, -0.46426)  -0.935
O (0.05577, -0.53814, 1.96230)  -0.949
C (0.77424, -1.51030, 1.25352)  -0.088
C (1.87869, -0.83603, 0.36740)  0.093
C (2.15388, -1.54924, -0.96459)  -0.447
C (0.91127, -2.02076, -1.70934)  0.006
O (0.61530, -3.38515, -1.41355)  -0.716
C (1.03008, -1.84670, -3.20755)  0.953
F (1.38001, -0.61265, -3.56459)  -0.312
F (1.95529, -2.69501, -3.73660)  -0.351
F (-0.12965, -2.13784, -3.83629)  -0.336
O (1.60634, 0.51744, 0.15256)  -0.946
H (-2.94634, 2.32231, 3.68381)  0.174
H (-1.44984, 1.39155, 3.69418)  0.199
H (-2.55230, 1.21718, 2.33698)  0.173
H (-1.92488, 3.36161, 1.61451)  0.337
H (0.37648, 3.48259, 1.43553)  0.187
H (0.56466, 2.55859, 2.90970)  0.182
H (-0.42947, 2.19698, -1.89325)  0.374
H (-2.04872, 2.25256, -2.20206)  0.363
H (-2.88275, -0.17489, 0.11400)  0.485
H (1.28178, -2.19896, 1.94462)  0.149
H (0.09131, -2.12611, 0.64885)  0.143
H (2.81369, -0.92679, 0.94651)  0.135
H (2.78845, -2.42283, -0.79067)  0.208
H (2.69686, -0.83611, -1.58664)  0.229
H (0.05437, -1.40655, -1.41036)  0.217
H (0.54582, -3.89126, -2.22906)  0.472